Density functional theory data (ωB97M-V/def2-TZVPD) for 2 unconnected molecules or ions with the total composition C3H6OS2 at a distorted geometry.

LUMO   -4.492 eV
Energy above the lowest of the compared OMol25 structures with the same formula, charge and spin   135.3 kcal/mol
HOMO energy   -0.33801 Ha

Atoms and positions in Å:
C 0.19 -0.46 0.40
C 1.48 -1.16 0.08
O 1.99 -2.08 0.72
C 0.07 1.05 0.03
S -1.00 1.99 1.36
S -2.12 0.25 -1.83
H -0.72 -1.01 0.10
H 0.11 -0.64 1.50
H 1.85 -0.89 -0.86
H 1.02 1.51 0.02
H -0.41 0.99 -1.01
H -2.46 0.45 -0.51